C2H2BO5 as an isolated structure. Source: OMol25; level of theory: ωB97M-V with the def2-TZVPD basis set.

Output
**Gap between HOMO and LUMO**: 7.710 eV
**HOMO energy**: -4.05 eV
**DFT total energy**: -478.6342 a.u.
**Net charge**: -1
**ΔE to the lowest compared entry with this formula, charge and spin**: 75.2 kJ/mol

Structure (XYZ):
```
10
Properties=species:S:1:pos:R:3:forces:R:3:nbo_charge:R:1
O -0.2462 1.3647 0.2243 0.3957 -0.7836 0.1233 -0.648
O -2.5000 1.3520 -0.0073 -0.6259 0.4733 -0.0780 -0.644
O 1.3338 -0.4411 1.1189 -0.1011 -2.4133 -0.2184 -0.958
O -1.5382 -1.7558 -0.0332 1.3740 2.3418 -0.5590 -0.575
O 1.2738 0.1613 -1.2425 1.9130 0.5204 -1.3707 -0.923
C -0.9076 -0.6944 -0.1779 -1.6372 -0.8628 0.6989 0.263
C -1.4200 0.8293 -0.0046 -0.4027 -1.2623 0.1224 0.674
B 0.5588 0.0000 -0.0871 -0.2207 -0.9387 2.1856 0.874
H 2.0695 0.6622 -0.9799 -0.3742 -0.3802 -0.4346 0.466
H 1.3762 -1.4781 1.1894 -0.3210 3.3055 -0.4696 0.471
```
Forces are in eV/Å.

---

C2H2Br2ClF as an isolated structure. Source: OMol25; level of theory: ωB97M-V with the def2-TZVPD basis set.

Output
**Gap between HOMO and LUMO**: 9.264 eV
**HOMO energy**: -9.63 eV
**DFT total energy**: -5785.3985 a.u.
**ΔE to the lowest compared entry with this formula, charge and spin**: 108.4 kJ/mol

Structure (XYZ):
```
8
Properties=species:S:1:pos:R:3:forces:R:3:nbo_charge:R:1
Br 1.2538 -1.3729 1.5428 -0.8323 1.2315 0.2188 0.048
Br 1.4374 0.4101 -1.1096 0.7014 0.3719 -2.3193 0.198
Cl -1.1757 2.2546 -0.1171 2.6515 -2.0754 0.1710 -0.069
F -1.0174 -1.6498 -1.3586 1.2695 0.7885 -5.5720 -0.570
C 0.1939 0.2521 1.2477 1.4425 -1.7948 0.9988 -0.296
C 0.2216 0.8655 0.1134 -2.6346 2.2176 -0.5602 -0.121
H -0.7602 -1.4880 -2.4208 -1.3407 -0.8282 5.5828 0.571
H -0.1535 0.7282 2.1022 -1.2573 0.0889 1.4801 0.240
```
Forces are in eV/Å.

---

A 2-piece molecular cluster, C2H2Br2O3 overall. Source: OMol25; level of theory: ωB97M-V with the def2-TZVPD basis set.

Output
**Gap between HOMO and LUMO**: 8.938 eV
**HOMO energy**: -10.15 eV
**SMILES**: O=COBr.O=CBr
**DFT total energy**: -5451.0741 a.u.
**ΔE to the lowest compared entry with this formula, charge and spin**: 58.3 kJ/mol

Structure (XYZ):
```
9
Properties=species:S:1:pos:R:3:forces:R:3:nbo_charge:R:1
Br 3.0109 -0.0713 0.4551 1.0720 0.1193 -0.2376 0.388
Br -1.4728 1.8893 0.3142 -0.4106 0.9882 -0.1265 -0.120
O 1.2582 -0.0914 0.1785 -0.4429 0.0101 1.3097 -0.627
O -0.4113 -0.6766 -1.0664 -1.2054 -0.7231 -0.5819 -0.509
O -2.5004 -0.5965 0.9280 0.9485 0.2346 0.4913 -0.481
C 0.7053 -0.3201 -1.0093 0.9900 0.2542 -1.3594 0.657
C -1.5131 0.0483 0.9354 0.8429 -0.1740 0.0810 0.368
H 1.3127 -0.0908 -1.8829 0.5016 -0.0122 -0.1339 0.129
H -0.3896 -0.0910 1.1475 -2.2961 -0.6973 0.5572 0.196
```
Forces are in eV/Å.